[1]
79
Properties=species:S:1:pos:R:3:forces:R:3:mulliken_charge:R:1 method="wB97M-V/def2-TZVPD" homo_lumo_gap_ev=8.65 molar_mass_g_mol=536.67 homo_energy_ev=-7.9 fmax_ha_per_bohr=0.0370 smiles=Cc1ccc2c(c1)Sc1cc(CCCBr)ccc1N2.CCN(CC)CC.CCN(CC)CC e_lumo_ev=0.7059
Br 1.050 -4.637 0.011 -0.177 -0.096 0.290 -0.16
S -2.279 1.794 2.080 0.483 0.388 0.156 -0.29
N -4.775 0.313 1.767 0.688 -0.653 -0.850 -0.39
N 3.757 -5.046 -4.088 -0.076 0.082 0.249 0.15
N 0.654 6.667 2.626 -0.097 0.141 -0.271 0.14
C 0.558 -3.208 2.471 0.361 0.402 0.130 -0.54
C 5.695 -5.489 -5.583 0.004 0.038 -0.058 -1.43
C -5.235 1.165 -0.479 -0.633 -0.314 -0.279 -0.84
C -3.353 3.409 -2.879 0.237 -0.810 0.051 -1.28
C 2.431 7.207 4.281 0.052 -0.046 0.004 -1.46
C -3.832 -1.811 2.532 -0.971 -1.003 -0.113 -0.55
C 2.793 -5.613 -3.158 -0.030 -0.182 0.187 -0.59
C -1.543 -2.023 3.194 0.799 -0.254 0.542 0.50
C -3.691 2.647 -1.612 -0.290 0.446 -0.419 0.51
C 1.622 -6.415 -3.736 -0.139 -0.001 0.084 -1.06
C -1.724 5.820 3.017 -0.168 -0.034 -0.134 -0.63
C -2.903 2.627 -0.481 0.709 0.403 -0.217 -0.68
C 2.366 -4.184 -6.057 -0.113 0.137 -0.024 -0.99
C -3.685 -0.475 2.254 -0.160 -0.011 0.188 0.14
C 1.101 4.164 2.871 -0.003 -0.184 -0.148 -0.49
C -2.431 0.063 2.473 -0.544 1.630 -0.811 0.74
C -4.861 1.911 -1.572 -0.351 0.210 -0.690 -0.87
C 1.331 5.484 2.126 0.353 -0.109 0.055 -0.84
C 3.287 -3.910 -4.862 0.159 0.189 -0.201 -0.68
C -2.783 -2.582 2.983 0.111 -0.364 0.181 -0.81
C -0.093 -4.212 1.529 -0.413 0.496 0.487 -0.56
C -4.426 1.120 0.636 -0.567 -0.137 0.049 0.65
C -3.278 1.878 0.607 0.654 -0.560 1.434 0.75
C 0.945 7.033 3.999 0.130 -0.055 0.134 -0.29
C -0.358 -2.850 3.665 -0.416 -0.148 -0.464 -1.44
C -0.757 6.763 2.293 -0.234 0.146 0.042 -0.78
C -1.376 -0.675 2.931 0.587 -0.095 0.181 -0.74
C 4.501 -6.050 -4.826 0.076 -0.015 -0.173 -0.31
H -4.782 -2.331 2.403 -0.001 0.353 -0.110 0.31
H 3.863 -6.603 -5.533 0.037 -0.055 -0.028 0.26
H -0.878 6.633 1.213 0.145 -0.078 0.005 0.38
H -1.077 7.792 2.488 0.114 0.009 0.088 0.37
H 2.979 6.268 4.192 0.005 0.021 -0.010 0.30
H -4.165 3.248 -3.594 0.079 0.398 0.086 0.33
H -5.498 1.940 -2.454 -0.028 -0.119 0.207 0.26
H 6.365 -4.948 -4.914 -0.058 0.034 0.009 0.33
H 2.406 5.687 2.115 -0.026 0.061 0.091 0.36
H 2.573 7.568 5.300 -0.027 -0.009 -0.006 0.43
H 3.339 -6.265 -2.469 0.105 0.001 -0.096 0.35
H 2.341 -3.306 -6.707 0.023 -0.010 0.011 0.37
H 1.945 -7.142 -4.483 0.023 0.026 -0.008 0.32
H 4.881 -6.787 -4.113 -0.162 0.029 0.100 0.44
H -0.747 -3.764 4.134 0.217 0.102 -0.021 0.40
H 1.143 4.280 3.955 -0.010 0.051 -0.011 0.25
H -1.663 4.802 2.635 0.033 -0.014 0.088 -0.05
H 2.794 -3.204 -4.187 -0.033 -0.156 0.120 0.33
H 4.162 -3.364 -5.227 0.043 -0.101 -0.003 0.37
H 2.707 -5.026 -6.662 0.019 -0.009 0.033 0.24
H 0.146 3.711 2.605 0.000 0.008 0.128 -0.08
H -1.963 3.177 -0.447 -0.129 -0.080 0.013 0.52
H 1.075 5.347 1.072 -0.172 0.111 0.039 0.34
H 1.128 -6.969 -2.935 0.027 0.014 0.009 0.40
H -3.158 4.471 -2.719 -0.078 -0.130 -0.033 0.32
H -0.399 -5.111 2.071 0.365 -0.115 -0.342 0.38
H -6.179 0.625 -0.538 0.190 -0.051 0.228 0.32
H -1.556 5.799 4.094 0.034 -0.006 -0.013 0.28
H -2.929 -3.643 3.170 -0.070 0.137 0.014 0.37
H 5.392 -4.817 -6.388 0.018 0.004 0.017 0.30
H -0.406 -0.206 3.087 -0.152 -0.010 -0.087 0.48
H 2.876 7.935 3.600 -0.024 -0.045 -0.043 0.33
H 2.392 -4.813 -2.530 0.065 0.116 -0.148 0.17
H 0.534 6.308 4.718 0.009 0.026 0.066 0.24
H 0.867 -5.769 -4.183 0.030 -0.017 -0.070 0.24
H -5.425 -0.374 1.393 -0.403 0.302 0.436 0.27
H 0.759 -2.287 1.905 -0.031 -0.147 0.092 0.39
H 6.259 -6.304 -6.039 -0.026 -0.007 0.011 0.43
H 1.340 -4.375 -5.745 0.016 -0.109 -0.029 0.28
H -1.003 -3.760 1.123 0.193 -0.165 -0.131 0.35
H -2.751 6.155 2.856 0.015 0.016 0.002 0.42
H -2.474 2.937 -3.340 -0.002 0.340 0.092 0.30
H 0.457 7.988 4.210 -0.142 -0.058 -0.119 0.44
H 1.537 -3.534 2.840 -0.238 -0.274 -0.124 0.45
H 0.207 -2.303 4.426 -0.022 -0.058 -0.151 0.39
H 1.878 3.447 2.592 0.004 0.022 0.002 0.41

***

[2]
97
Properties=species:S:1:pos:R:3:forces:R:3:mulliken_charge:R:1 method="wB97M-V/def2-TZVPD" charge=+1 homo_lumo_gap_ev=1.13 molar_mass_g_mol=875.02 homo_energy_ev=-9.7 fmax_ha_per_bohr=0.1103 e_lumo_ev=-8.5596
Cd -3.348 -7.734 14.378 0.187 -0.005 -0.045 0.47
P -1.120 -10.766 8.840 0.535 1.150 1.113 1.02
P -0.211 -1.770 12.890 1.607 2.400 1.262 0.99
O 1.359 -2.182 12.950 -0.736 1.420 0.252 -0.24
O 6.851 -15.823 13.395 0.020 -0.556 -0.718 -0.53
O 1.200 -16.002 22.539 -0.682 -0.407 0.486 -0.50
O -0.131 -0.513 14.011 -2.395 -5.095 -0.696 -0.34
O -1.917 -10.161 9.952 1.453 -0.670 -1.445 -0.69
O 3.370 -3.220 20.722 0.333 0.595 -0.939 -0.48
O 8.293 -12.377 21.294 -2.013 1.492 -1.624 -0.36
O 9.278 -9.401 21.890 -0.945 -0.234 1.209 -0.30
O 5.498 1.613 19.481 1.029 0.595 0.076 -0.49
O 12.155 -15.768 14.734 -1.568 0.083 0.332 -0.50
O 1.040 -8.504 15.362 -0.563 0.340 -0.498 -0.46
O -1.625 -10.439 7.375 -0.209 -0.207 0.092 -0.32
O -3.560 -14.252 20.404 0.450 -0.460 1.557 -0.49
O -1.103 -12.338 8.823 -0.567 -1.095 1.305 -0.27
O 2.282 -10.234 15.387 0.217 -0.573 -0.392 -0.48
O 2.469 -8.731 16.886 0.212 -0.037 -0.020 -0.45
O -0.398 -0.952 11.497 -0.602 -0.587 1.088 -0.29
O 0.479 -10.357 8.795 -3.825 0.082 1.164 -0.34
O -1.150 -2.855 13.187 0.167 0.698 -0.183 -0.66
N 1.943 -9.170 15.857 0.005 0.290 0.924 1.12
C 4.548 -1.797 19.061 1.014 0.111 0.298 -0.47
C -2.922 -10.943 6.988 -0.370 0.022 -1.044 -0.65
C -1.152 -15.740 22.721 0.607 0.148 0.427 -0.43
C 10.208 -8.409 21.694 1.652 0.043 -0.402 -0.79
C 5.262 -0.616 18.850 -2.024 -1.250 1.247 -0.73
C 3.835 -1.999 20.281 0.055 -1.975 -2.136 0.56
C 3.576 -0.985 21.106 0.667 2.889 1.627 -0.28
C 1.967 -3.141 12.106 -1.033 -0.706 -0.593 -0.63
C -1.675 -0.303 11.160 0.102 -0.438 -0.291 -0.74
C 10.795 -15.890 14.427 0.974 -0.481 -0.457 0.40
C 8.521 -15.344 14.942 0.678 -0.207 0.189 -0.72
C 8.606 -9.849 20.754 -0.977 -1.939 0.915 -0.50
C -2.331 -15.247 22.262 -0.489 -0.224 -0.046 -0.53
C -1.263 -13.129 10.059 0.667 -0.417 -0.586 -0.68
C 1.458 -11.098 8.188 2.701 -0.295 -1.630 -0.67
C 9.326 -12.491 22.165 1.992 0.216 1.439 -0.60
C 4.155 0.301 20.883 -0.707 -3.082 0.562 -0.54
C 4.970 0.409 19.770 0.309 0.591 -0.718 0.67
C 9.838 -15.352 15.290 1.364 0.379 0.550 -0.38
C 8.182 -15.914 13.739 -2.144 0.391 -1.454 1.00
C 0.037 -15.525 22.011 1.257 -0.192 1.409 0.61
C 0.715 0.543 13.869 1.296 0.554 -0.648 -0.49
C 0.020 -14.778 20.880 -0.707 0.665 -1.412 -0.57
C 10.399 -16.516 13.242 -1.235 0.315 -1.153 -0.28
C -1.196 -14.302 20.381 2.261 -0.557 -0.484 -0.46
C 7.683 -11.039 21.178 0.160 -0.713 -0.237 -0.58
C 9.045 -16.490 12.804 1.501 0.081 2.371 -0.85
C -2.360 -14.551 21.040 -2.115 0.104 -1.100 0.75
H 12.661 -16.454 14.292 -0.025 -0.085 -0.213 0.31
H 1.584 -10.819 7.141 -0.108 0.433 -0.142 0.29
H -3.485 -10.173 6.460 0.125 0.504 0.599 0.28
H 2.386 -10.831 8.692 0.076 0.040 -0.027 0.29
H 7.087 -10.802 22.060 0.516 0.116 0.574 0.37
H 9.839 -7.474 21.272 -0.291 -0.006 -0.184 0.29
H -2.465 -0.251 11.910 0.683 -0.083 0.824 0.33
H 1.114 -3.770 11.851 0.599 -0.695 -0.658 0.31
H 0.318 1.056 12.994 0.553 1.259 0.400 0.21
H 4.698 -2.570 18.322 -0.129 -0.458 0.216 0.32
H 2.736 -3.734 12.602 -0.241 0.265 0.472 0.23
H 1.732 0.208 13.667 0.182 0.025 -0.227 0.24
H 9.286 -10.288 20.024 0.241 0.454 -0.436 0.34
H -1.143 -16.195 23.701 0.239 -0.310 -0.106 0.39
H 10.755 -8.175 22.608 -0.536 -0.074 0.351 0.26
H 5.862 1.930 20.311 0.047 0.746 0.039 0.32
H 3.578 -3.866 20.043 -0.043 -0.384 -0.036 0.30
H -1.098 -13.952 19.364 -0.695 0.528 -0.018 0.26
H -2.830 -11.679 6.189 0.546 -0.410 0.350 0.26
H 6.452 -15.015 13.726 0.073 0.014 0.247 0.31
H -1.754 -14.061 9.779 -0.096 0.228 -0.166 0.26
H 7.946 -9.074 20.364 0.140 0.153 -0.425 0.45
H 9.041 -12.469 23.217 -0.352 0.241 0.257 0.27
H 10.988 -8.843 21.069 0.280 0.412 -0.629 0.34
H 1.497 -12.184 8.104 -1.187 -0.269 0.871 0.31
H -1.798 -12.677 10.894 -0.102 0.588 -0.547 0.32
H 2.429 -2.697 11.225 -0.254 0.215 0.000 0.25
H 11.135 -16.894 12.548 0.241 -0.140 0.100 0.30
H -3.523 -11.363 7.794 0.286 0.200 0.160 0.30
H 5.998 -0.564 18.062 -0.254 0.505 -0.081 0.42
H 1.998 -15.597 22.191 -0.125 0.179 -0.378 0.31
H 9.871 -13.429 22.060 -0.336 -0.237 -0.483 0.27
H -3.170 -15.518 22.886 -0.548 0.497 -0.459 0.37
H -0.265 -13.398 10.407 0.050 0.135 -0.017 0.28
H 10.068 -11.707 22.017 0.136 0.131 0.091 0.22
H 3.050 -1.297 21.996 -0.157 0.602 0.258 0.38
H 7.747 -14.930 15.571 0.062 0.022 0.100 0.34
H 0.899 -14.630 20.269 0.223 0.002 0.152 0.30
H 10.199 -14.919 16.211 -0.073 0.075 0.114 0.41
H -2.172 -0.891 10.388 0.485 0.167 -0.393 0.30
H -3.429 -13.753 19.594 0.340 0.045 -0.040 0.30
H -1.418 0.708 10.844 -0.101 -0.224 -0.152 0.29
H 6.897 -11.178 20.436 0.326 -0.056 -0.425 0.31
H 0.762 1.006 14.855 -0.329 0.782 -0.444 0.23
H 8.676 -16.934 11.891 0.124 0.123 0.001 0.41
H 4.104 1.014 21.692 -0.153 0.494 -0.431 0.30